No. 1
Density functional theory data (ωB97M-V/def2-TZVPD) for C3H11ClPTl as an isolated structure at a distorted geometry.

```
17
Properties=species:S:1:pos:R:3:forces:R:3:mulliken_charge:R:1
C -1.488 1.266 -0.142 -0.2 0.2 0.1 -1.1560
C -0.028 1.465 0.211 -0.2 -0.7 -1.1 -0.1423
C 0.767 0.379 0.833 0.1 2.8 2.4 -0.2641
P 0.935 -1.387 -0.659 0.8 -2.3 -1.8 -0.4863
Cl 0.284 -0.269 2.313 0.2 -0.1 -0.1 0.1471
H -1.851 2.160 -0.649 0.0 0.0 0.0 0.3602
H -2.134 1.160 0.734 0.0 -0.2 0.0 0.3239
H -1.623 0.445 -0.854 0.1 0.0 0.1 0.3155
H 0.080 2.265 0.972 0.2 -0.1 0.1 0.3793
H 0.526 1.798 -0.671 0.0 0.1 0.1 0.3813
H 1.824 0.636 0.929 0.3 -0.8 -0.6 0.4805
H 0.791 -0.393 -1.665 -0.3 0.3 0.2 0.1833
H 2.392 -1.281 -0.633 -0.2 0.4 0.3 0.2245
H 0.968 -2.302 0.453 -0.1 0.3 0.3 0.1473
H -0.648 -1.643 -0.653 0.4 0.7 -0.2 -0.0176
H 1.067 -2.439 -1.645 -0.2 0.1 0.1 0.3352
Tl -1.863 -1.858 1.125 -1.0 -0.8 0.2 0.7881
```
Forces are in eV/Å.

Computed properties:
LUMO level ... -12.438 eV
DFT total energy ... -1094.0229 Ha
E_HOMO ... -17.855 eV
Charge ... +2

***

No. 2
Density functional theory data (ωB97M-V/def2-TZVPD) for C3H11FOSi2 as an isolated structure at a distorted geometry.

```
18
Properties=species:S:1:pos:R:3:forces:R:3:mulliken_charge:R:1
C 0.031 1.190 1.695 -0.4 0.1 -0.5 -1.1822
C -0.836 1.150 0.432 0.1 -0.1 0.7 -0.3591
C -1.515 -0.200 0.305 0.5 0.1 -0.8 0.0086
F -2.761 -0.022 -0.343 0.0 -0.2 0.2 -0.3507
Si -0.576 -1.429 -0.801 -0.3 -0.4 0.3 0.3811
O 1.024 -1.576 -0.324 -0.3 0.7 -1.0 -0.2389
Si 2.140 -0.655 -1.185 -0.1 -0.1 0.6 0.5220
H 0.340 2.206 1.898 0.3 0.2 0.0 0.3408
H 0.889 0.535 1.619 0.3 -0.1 0.1 0.2779
H -0.593 0.873 2.520 0.0 -0.1 0.4 0.3794
H -0.257 1.407 -0.449 0.1 0.1 -0.3 0.2369
H -1.603 1.908 0.550 -0.3 0.1 -0.1 0.3024
H -1.682 -0.631 1.287 -0.4 0.0 0.2 0.3615
H -0.693 -0.949 -2.193 0.2 0.1 0.0 -0.0974
H -1.252 -2.738 -0.745 0.1 -0.1 0.1 -0.1873
H 2.872 -1.479 -2.158 0.1 -0.1 0.0 -0.1489
H 1.453 0.428 -1.917 0.0 0.0 0.0 -0.1162
H 3.021 -0.020 -0.189 0.2 -0.1 0.0 -0.1298
```
Forces are in eV/Å.

Computed properties:
LUMO level ... 0.860 eV
DFT total energy ... -875.0353 Ha
E_HOMO ... -10.312 eV
Charge ... 0

***

No. 3
Density functional theory data (ωB97M-V/def2-TZVPD) for a 2-piece molecular cluster, C3H11N overall at a distorted geometry.

```
15
Properties=species:S:1:pos:R:3:forces:R:3:mulliken_spin:R:1
C 1.385 -2.191 2.205 -0.2 -1.2 0.9 1.1043
H 1.568 -3.070 1.506 -0.8 1.1 0.7 -0.2415
H 0.657 -1.399 1.830 1.6 -0.9 0.2 -0.2337
H 0.964 -2.555 3.199 0.1 0.0 -1.3 -0.1185
H 2.425 -1.952 2.518 -0.7 0.9 -0.6 -0.2349
C 0.501 1.121 -0.942 -1.5 0.4 0.3 2.2742
N -0.721 0.436 -0.829 -3.3 0.3 0.4 -1.0048
C -1.966 1.311 -1.198 4.5 1.3 0.5 1.5995
H 0.559 1.862 -0.215 0.3 1.5 1.3 -0.5526
H 0.580 1.526 -1.865 0.1 2.4 -3.2 -0.1003
H 1.378 0.604 -0.985 2.2 -2.5 0.9 -0.5693
H -0.731 -0.367 -1.405 0.0 -0.9 -0.6 -0.0345
H -1.958 1.751 -2.237 0.3 -0.5 0.7 -0.3791
H -2.819 0.725 -1.095 -1.6 -0.8 0.6 -0.3330
H -1.823 2.196 -0.486 -0.9 -1.1 -0.9 -0.1757
```
Forces are in eV/Å.

Computed properties:
LUMO level (alpha / beta) ... 4.107 / 4.255 eV
DFT total energy ... -175.5247 Ha
Relative energy (zero: lowest compared OMol25 entry of this formula, charge and spin) ... 40.2 kcal/mol
Spin multiplicity ... 2
E_HOMO (alpha / beta) ... 1.535 / -4.806 eV
Charge ... -1

***

No. 4
Density functional theory data (ωB97M-V/def2-TZVPD) for a 2-piece molecular cluster, C3H11N2 overall at a distorted geometry.

```
16
Properties=species:S:1:pos:R:3:forces:R:3:mulliken_charge:R:1
C -0.369 -0.311 1.463 2.5 -0.4 -0.1 -1.2661
C 0.738 -0.944 -0.560 0.5 -0.7 -4.3 -0.1407
C 0.666 0.074 0.429 -1.3 -0.5 -0.3 0.1316
N -0.377 2.376 -0.469 2.5 3.2 -0.1 -0.8002
N 0.167 -2.245 -0.512 -1.4 0.8 2.8 -0.4632
H -0.530 0.239 2.343 0.1 1.4 0.8 0.3534
H -1.249 -0.321 0.874 -1.3 -0.4 -0.5 0.3952
H -0.109 -1.337 1.817 -0.3 0.4 -0.6 0.3937
H 1.753 -1.111 -1.065 -0.9 0.9 0.8 0.3823
H 0.212 -0.264 -1.543 1.2 -1.0 2.5 0.2857
H 1.141 1.041 0.124 -0.3 -1.0 1.2 0.4775
H -0.917 2.191 -1.301 -0.5 0.3 0.1 0.2602
H 0.242 3.316 -0.686 -2.2 -3.1 0.7 0.3132
H 0.255 -2.806 -1.306 0.4 -0.7 -1.3 0.2149
H -0.683 -2.504 0.037 1.2 0.8 -0.8 0.1953
H -0.939 2.607 0.355 -0.1 0.0 -0.7 0.2672
```
Forces are in eV/Å.

Computed properties:
LUMO level ... -5.844 eV
DFT total energy ... -230.0420 Ha
Relative energy (zero: lowest compared OMol25 entry of this formula, charge and spin) ... 88.1 kcal/mol
E_HOMO ... -13.871 eV
Charge ... +1

***

No. 5
Density functional theory data (ωB97M-V/def2-TZVPD) for a 2-piece molecular cluster, C3H11N2 overall at a distorted geometry.

```
16
Properties=species:S:1:pos:R:3:forces:R:3:mulliken_charge:R:1
C -0.998 0.745 1.021 -0.7 -0.6 -0.4 -0.4331
N -0.426 1.995 0.556 -1.7 0.3 -3.9 -0.4992
C 0.055 -0.328 0.726 1.8 -1.5 1.3 -0.6309
N 0.025 -0.823 -0.669 -4.1 -2.6 0.9 -0.2978
C 1.082 -1.608 -1.278 3.1 -1.4 -0.8 -0.8157
H -1.401 0.901 2.051 1.1 -0.5 -0.4 0.3685
H -1.892 0.487 0.462 -0.1 0.2 -0.4 0.3047
H -0.071 2.528 1.336 0.6 0.7 -0.4 0.2682
H -1.129 2.467 -0.059 0.9 0.3 1.4 0.3849
H 0.999 0.258 0.763 -0.1 -1.0 0.6 0.4015
H 0.011 -1.150 1.570 0.3 1.4 -1.8 0.3564
H -0.818 -1.611 -0.720 2.1 3.2 0.1 0.3050
H 0.394 1.749 -1.208 -0.9 -0.6 2.9 0.3847
H 0.721 -2.050 -2.248 0.1 0.8 0.9 0.3216
H 1.983 -0.936 -1.576 -1.4 -1.3 0.8 0.2916
H 1.465 -2.623 -0.727 -0.9 2.7 -0.6 0.2894
```
Forces are in eV/Å.

Computed properties:
LUMO level ... -7.354 eV
DFT total energy ... -229.9523 Ha
Relative energy (zero: lowest compared OMol25 entry of this formula, charge and spin) ... 144.4 kcal/mol
E_HOMO ... -13.811 eV
Charge ... +1

***

No. 6
Density functional theory data (ωB97M-V/def2-TZVPD) for a 2-piece molecular cluster, C3H11N2 overall at a distorted geometry.

```
16
Properties=species:S:1:pos:R:3:forces:R:3:mulliken_charge:R:1
C -1.938 0.582 1.132 -0.2 -0.5 -0.5 -0.8233
N -0.622 1.036 0.588 0.4 0.2 1.4 -0.2645
H -1.761 -0.195 1.872 0.1 0.2 0.1 0.3329
H -2.518 1.396 1.549 0.1 0.1 0.0 0.3487
H -2.467 0.110 0.306 -0.1 0.2 0.1 0.3351
H -0.045 0.189 0.334 0.1 0.2 -0.4 0.1951
H -0.069 1.498 1.324 -0.2 -0.2 -0.1 0.3961
H -0.693 1.728 -0.147 -0.2 -0.1 -0.5 0.3556
C 1.533 -1.053 0.256 -0.1 0.2 -0.4 -0.9471
C 1.041 -1.195 -0.988 0.1 0.0 -0.4 -0.0566
N 1.290 -0.341 -2.068 -0.5 -0.2 1.3 -0.4111
H 2.176 -0.209 0.494 0.1 -0.1 0.0 0.3716
H 1.430 -1.835 0.988 -0.1 -0.1 0.1 0.3138
H 0.439 -2.060 -1.244 0.0 0.0 0.0 0.3259
H 1.722 0.512 -1.750 0.3 0.2 -0.4 0.2596
H 0.483 -0.162 -2.646 0.1 -0.1 -0.3 0.2682
```
Forces are in eV/Å.

Computed properties:
LUMO level ... -3.611 eV
DFT total energy ... -230.1397 Ha
Relative energy (zero: lowest compared OMol25 entry of this formula, charge and spin) ... 26.8 kcal/mol
E_HOMO ... -13.006 eV
Charge ... +1